A structure of composition C66H66ClCoN8O6 at a distorted geometry, computed with wB97M-V/def2-TZVPD.

CARTESIAN COORDINATES (ANGSTROEM)
1 Co -0.160 -0.727 -0.610
2 C -6.462 -0.370 3.729
3 C -7.130 0.064 2.420
4 C -8.573 0.526 2.670
5 C -7.152 -1.111 1.450
6 C -6.392 1.335 1.945
7 O -6.368 2.307 2.679
8 N -5.840 1.331 0.693
9 C -5.261 2.465 0.076
10 C -5.869 3.688 0.343
11 C -5.412 4.866 -0.217
12 C -4.341 4.831 -1.093
13 C -3.732 3.635 -1.389
14 C -4.130 2.407 -0.809
15 C -3.271 1.272 -1.040
16 C -2.198 1.299 -1.973
17 C -2.351 1.753 -3.337
18 C -1.207 1.440 -3.992
19 C -0.295 0.899 -3.009
20 N -0.956 0.758 -1.820
21 C 1.084 0.671 -3.175
22 C 1.931 0.326 -2.096
23 C 3.357 0.538 -1.990
24 C 3.672 0.544 -0.668
25 C 2.440 0.383 0.072
26 C 2.126 0.737 1.390
27 C 0.718 0.901 1.684
28 N -0.143 0.240 0.893
29 C -1.397 0.534 1.178
30 C -0.570 -2.166 0.609
31 C -1.887 -1.704 0.314
32 C -2.930 -2.284 -0.415
33 C -3.760 -1.260 -0.865
34 C -3.286 -0.047 -0.363
35 N -2.235 -0.329 0.434
36 C -0.165 -3.196 1.455
37 C -1.061 -3.713 2.436
38 C -0.606 -4.478 3.484
39 C 0.752 -4.771 3.611
40 C 1.626 -4.383 2.600
41 C 1.178 -3.654 1.516
42 N 2.039 -3.432 0.411
43 C 1.916 -4.172 -0.733
44 O 0.931 -4.839 -0.982
45 C 3.165 -4.160 -1.630
46 C 4.354 -4.709 -0.823
47 C 3.452 -2.739 -2.117
48 C 2.927 -5.074 -2.831
49 C -1.429 1.474 2.211
50 C -0.078 1.708 2.536
51 C 3.184 0.954 2.397
52 C 4.285 1.753 2.066
53 C 5.367 1.916 2.907
54 C 5.384 1.257 4.124
55 C 4.298 0.492 4.506
56 C 3.179 0.345 3.683
57 N 2.069 -0.368 4.172
58 C 2.044 -1.184 5.276
59 O 3.041 -1.681 5.766
60 C 0.668 -1.351 5.937
61 C -0.488 -1.524 4.948
62 C 0.451 -0.058 6.745
63 C 0.717 -2.553 6.880
64 N 1.460 0.096 -0.853
65 C 1.740 0.919 -4.482
66 C 2.449 -0.134 -5.068
67 C 3.093 0.008 -6.283
68 C 3.036 1.221 -6.955
69 C 2.363 2.283 -6.378
70 C 1.746 2.160 -5.135
71 N 1.110 3.299 -4.573
72 C 1.582 4.542 -4.246
73 O 0.789 5.468 -4.174
74 C 3.023 4.724 -3.719
75 C 3.374 6.211 -3.802
76 C 2.899 4.292 -2.243
77 C 4.143 3.917 -4.376
78 H -7.021 -1.187 4.191
79 H -6.415 0.468 4.423
80 H -5.443 -0.714 3.537
81 H -9.173 -0.283 3.092
82 H -9.032 0.843 1.730
83 H -8.583 1.372 3.356
84 H -7.754 -1.910 1.886
85 H -6.156 -1.511 1.281
86 H -7.602 -0.841 0.492
87 H -5.711 0.447 0.236
88 H -6.709 3.709 1.019
89 H -5.901 5.800 0.028
90 H -3.969 5.746 -1.536
91 H -2.884 3.623 -2.060
92 H -3.263 2.153 -3.753
93 H -1.034 1.486 -5.057
94 H 4.024 0.712 -2.819
95 H 4.652 0.686 -0.245
96 H -2.982 -3.329 -0.671
97 H -4.552 -1.363 -1.591
98 H -2.109 -3.457 2.351
99 H -1.304 -4.834 4.233
100 H 1.121 -5.321 4.466
101 H 2.668 -4.677 2.653
102 H 2.931 -3.008 0.600
103 H 4.684 -4.015 -0.047
104 H 5.202 -4.881 -1.488
105 H 4.092 -5.658 -0.350
106 H 3.631 -2.045 -1.295
107 H 2.600 -2.366 -2.688
108 H 4.335 -2.742 -2.762
109 H 2.530 -6.037 -2.511
110 H 3.866 -5.238 -3.364
111 H 2.221 -4.624 -3.526
112 H -2.302 1.935 2.645
113 H 0.293 2.409 3.268
114 H 4.254 2.299 1.134
115 H 6.187 2.563 2.621
116 H 6.228 1.346 4.796
117 H 4.301 -0.008 5.460
118 H 1.194 -0.185 3.701
119 H -1.363 -1.886 5.492
120 H -0.245 -2.251 4.174
121 H -0.762 -0.584 4.475
122 H 0.464 0.808 6.081
123 H 1.232 0.067 7.497
124 H -0.516 -0.093 7.251
125 H 0.863 -3.472 6.309
126 H -0.220 -2.623 7.434
127 H 1.540 -2.456 7.586
128 H 2.470 -1.086 -4.557
129 H 3.623 -0.835 -6.710
130 H 3.517 1.347 -7.916
131 H 2.321 3.239 -6.885
132 H 0.102 3.249 -4.525
133 H 2.560 6.813 -3.405
134 H 3.538 6.505 -4.841
135 H 4.283 6.415 -3.234
136 H 2.115 4.865 -1.748
137 H 3.842 4.460 -1.719
138 H 2.646 3.231 -2.175
139 H 4.231 4.139 -5.440
140 H 4.006 2.845 -4.252
141 H 5.087 4.191 -3.897
142 Cl 0.638 -3.162 -5.019
143 C -0.568 -3.545 -3.763
144 C -0.923 -2.280 -2.960
145 O -2.012 -1.753 -3.166
146 O -0.015 -1.927 -2.132
147 H -0.138 -4.291 -3.098
148 H -1.451 -3.911 -4.276

Properties
- E_tot (eV) = -143871.3021
- net charge = -1
- 2S+1 = 2
- Kohn-Sham gap (spin up / spin down) (eV) = 4.61 / 4.73
- LUMO (spin up / spin down) (eV) = 0.70 / 0.69
- expectation value of S² = 0.8457
- E_HOMO (spin up / spin down) (eV) = -3.908 / -4.040